1.
Computed, not measured: 2 unconnected molecules or ions with the total composition C11H15N in a non-equilibrium geometry, with ωB97M-V with the def2-TZVPD basis set.

XYZ file:
```
27
Properties=species:S:1:pos:R:3:lowdin_charge:R:1
C 0.065 2.973 -1.189 -0.05
C 0.576 2.246 0.015 -0.23
C 1.763 2.502 0.629 -0.05
N 1.993 1.526 1.601 0.07
C 0.932 0.672 1.627 -0.22
C 0.680 -0.481 2.387 -0.03
C -0.437 -1.220 2.100 -0.10
C -1.373 -0.770 1.147 -0.12
C -1.193 0.401 0.455 -0.03
C 0.008 1.102 0.667 -0.14
H 0.874 3.080 -1.919 0.08
H -0.266 3.995 -1.004 0.07
H -0.726 2.445 -1.718 0.07
H 2.586 3.178 0.472 0.12
H 2.785 1.493 2.215 0.15
H 1.350 -0.808 3.176 0.11
H -0.603 -2.152 2.623 0.10
H -2.302 -1.313 1.020 0.10
H -1.964 0.747 -0.215 0.11
C 0.143 -2.248 -1.665 -0.16
C -1.322 -2.612 -1.871 -0.17
H 0.491 -1.364 -2.194 0.06
H 0.319 -2.138 -0.597 0.04
H 0.826 -3.059 -1.940 0.06
H -1.893 -1.818 -2.353 0.06
H -1.775 -2.919 -0.930 0.05
H -1.537 -3.455 -2.540 0.06
```

Calculated values
- Orbital gap: 8.81 eV
- Energy above the lowest of the compared OMol25 structures with the same formula, charge and spin: 8.7 kcal per mole
- Electronic energy: -482.90138 hartree
- HOMO level: -7.9 eV
- Molecular weight: 161.25 g/mol
- SMILES: Cc1c[nH]c2ccccc12.CC
- 2S+1: 1

---

2.
Computed, not measured: a molecular structure, AlF2NO4S2 in a non-equilibrium geometry, with ωB97M-V with the def2-TZVPD basis set.

XYZ file:
```
10
Properties=species:S:1:pos:R:3:lowdin_charge:R:1
Al 0.764 -1.507 1.387 1.55
N 0.288 -0.594 -0.574 -0.31
S -1.246 -0.022 -0.971 0.96
O -1.623 -1.101 -1.868 -0.09
O -2.040 0.902 -0.276 -0.06
F -1.550 -1.692 1.660 -0.26
S 1.099 0.801 -0.031 0.60
O 0.481 0.940 1.312 -0.22
O 1.303 2.004 -0.822 -0.10
F 2.524 0.269 0.183 -0.07
```

Calculated values
- Orbital gap: 5.83 eV
- Energy above the lowest of the compared OMol25 structures with the same formula, charge and spin: 7.4 kcal per mole
- Electronic energy: -1593.19110 hartree
- HOMO level: -21.8 eV
- Molecular weight: 207.11 g/mol
- Charge: +2
- 2S+1: 1

---

3.
Computed, not measured: 2 unconnected molecules or ions with the total composition C4H12 in a non-equilibrium geometry, with ωB97M-V with the def2-TZVPD basis set.

XYZ file:
```
16
Properties=species:S:1:pos:R:3:lowdin_charge:R:1
C -0.308 0.111 -1.848 -0.32
C 0.879 1.069 -2.114 -0.37
H -1.246 0.627 -2.039 0.04
H -0.129 -0.797 -2.425 0.02
H -0.291 -0.197 -0.807 0.00
H 0.549 2.110 -2.139 0.03
H 1.214 0.943 -3.157 0.02
H 1.693 0.834 -1.442 0.01
C 0.249 -1.072 2.229 -0.32
C -0.854 -0.143 1.764 -0.31
H 0.995 -0.544 2.830 0.03
H -0.140 -1.770 2.990 0.04
H 0.713 -1.621 1.413 0.03
H -1.809 -0.654 1.624 0.05
H -0.572 0.304 0.808 0.01
H -0.944 0.799 2.311 0.04
```

Calculated values
- Orbital gap (spin up / spin down): 2.80 / 12.01 eV
- Energy above the lowest of the compared OMol25 structures with the same formula, charge and spin: 12.5 kcal per mole
- Electronic energy: -159.51022 hartree
- HOMO level (spin up / spin down): 1.6 / -7.4 eV
- Molecular weight: 60.14 g/mol
- Charge: -1
- 2S+1: 2

---

Question: Look up the electronic energy of the third one.
Answer: -159.51022 hartree